Entry 1:
{
  "formula": "C3H4N2O",
  "method": "wB97M-V/def2-TZVPD",
  "gap_ev": 10.096,
  "e_tot_ha": -301.28552,
  "lumo_ev": 0.54,
  "species": ["H", "N", "O", "H", "H", "C", "H", "C", "N", "C"],
  "xyz": [[2.343, 0.088, 0.592], [1.665, 0.058, -0.161], [-3.473, 1.551, 0.478], [-0.068, 1.261, 0.113], [2.119, 0.251, -1.047], [0.239, -2.081, -0.183], [-0.369, -2.958, -0.189], [0.943, -1.105, -0.179], [-2.275, 1.487, 0.350], [-1.123, 1.449, 0.227]],
  "lowdin_charge": [0.10, 0.02, -0.01, 0.03, 0.10, 0.10, 0.02, -0.29, -0.23, 0.14]
}


Entry 2:
{
  "formula": "C4H9NO",
  "method": "wB97M-V/def2-TZVPD",
  "gap_ev": 10.223,
  "e_tot_ha": -287.76551,
  "lumo_ev": 0.81,
  "species": ["H", "H", "C", "C", "C", "H", "H", "O", "H", "N", "H", "H", "C", "H", "H"],
  "xyz": [[-0.975, -2.241, 0.116], [-1.434, -0.768, -0.639], [0.534, 1.290, -1.166], [-0.555, -1.345, -0.340], [0.161, -0.407, 0.651], [0.036, 0.608, -1.867], [1.393, 1.704, -1.679], [-1.792, -0.122, 2.072], [0.790, -0.955, 1.378], [1.029, 0.574, 0.026], [-0.131, 1.013, 2.204], [0.101, -1.584, -1.163], [-0.697, 0.189, 1.722], [1.796, 0.043, -0.369], [-0.256, 2.004, -0.946]],
  "lowdin_charge": [0.08, 0.08, -0.11, -0.05, -0.40, 0.06, 0.08, 0.08, 0.16, -0.09, 0.13, 0.07, -0.27, 0.10, 0.08]
}


Entry 3:
{
  "formula": "C2H9N2",
  "method": "wB97M-V/def2-TZVPD",
  "total_charge": 1,
  "gap_ev": 10.196,
  "e_tot_ha": -190.78770,
  "lumo_ev": -4.29,
  "species": ["H", "H", "N", "C", "H", "H", "H", "N", "H", "H", "C", "H", "H"],
  "xyz": [[-0.529, -1.348, 0.715], [2.774, -0.401, 0.571], [-0.445, -0.327, 0.792], [-1.626, 0.464, 0.382], [2.836, -1.174, -0.793], [0.405, 0.016, 0.274], [2.368, 0.433, -0.759], [2.269, -0.481, -0.308], [-1.956, 0.954, 1.295], [-1.904, -0.211, -1.612], [-2.013, 0.595, -0.885], [-0.177, -0.070, 1.739], [-2.003, 1.553, -1.412]],
  "lowdin_charge": [0.18, 0.04, 0.16, -0.13, 0.05, 0.11, 0.05, 0.01, 0.12, 0.08, 0.07, 0.16, 0.10]
}


The energy relative to the best compared isomer or geometry (same formula, charge and spin) results, record by record, are as follows: 126.6 42.0 54.3 kcal per mole.